# 1
Below is a cluster of 6 separate species, C36H80N4O6 in total at a distorted geometry, with properties calculated with ωB97M-V/def2-TZVPD.

```
! RIJCOSX wB97M-V def2-TZVPD def2/J DEFGRID3
* xyz 0 1
C -3.714 0.340 -3.761
H -0.644 2.731 -4.530
H -0.811 1.306 2.366
H -1.308 7.077 3.641
H 0.104 6.716 4.604
C 4.543 -0.876 -3.270
H -1.761 -3.157 5.043
H -0.250 -4.073 5.347
H 1.217 -4.806 3.619
H 5.188 -5.340 -1.685
H 0.190 1.559 -1.908
C -0.931 1.989 4.900
C -1.362 4.820 6.274
C -2.678 2.938 3.314
C 4.539 -0.763 -1.758
C -0.886 0.188 -4.617
C -1.490 5.200 4.768
H -0.866 -0.707 2.932
H 1.024 -4.344 1.909
C -3.559 3.769 4.240
H 2.088 3.072 -3.129
C -2.424 -3.746 0.867
C -0.440 2.326 2.509
H -1.780 -0.421 0.678
C -0.981 6.619 4.580
H 3.938 -2.187 -4.872
H 6.461 -4.217 -1.483
C -2.815 1.572 -3.611
H -3.118 -1.377 0.081
H 4.159 0.033 -3.738
H -2.929 -1.053 1.849
C -3.278 -0.620 -4.850
C 5.430 -4.406 -1.162
C -0.729 -3.317 4.727
H -2.044 4.027 6.571
C -0.428 -2.499 0.045
H -3.113 5.749 3.487
H -0.846 -5.255 0.947
H -3.810 -0.185 -2.810
C -1.822 -1.009 -4.586
H 0.652 -1.321 -4.463
H -0.365 1.767 -0.500
H -0.227 -2.361 4.909
H -3.408 2.167 -5.646
O 0.623 4.422 3.984
H -2.792 3.305 2.290
O 2.185 3.522 -2.286
H -0.599 2.847 1.563
H -0.804 -2.131 -0.912
C 4.371 -3.368 -3.131
N -1.028 -2.510 2.452
C -1.791 -5.018 1.444
N -1.381 1.181 -3.632
H -4.700 0.724 -4.043
H 2.759 -2.016 -3.555
H -2.465 -5.858 1.262
C 0.495 -0.281 -4.164
H -2.647 3.179 -2.136
C -1.196 2.920 3.700
C -0.609 -3.658 3.243
O 5.037 -1.947 0.223
O 0.460 1.689 -0.987
C 3.823 -2.101 -3.792
H -0.251 1.704 -6.067
H 2.932 -3.234 -0.034
C -2.419 -1.283 0.909
H 3.692 -4.183 -3.393
H 6.529 0.068 -1.553
C 3.055 -3.645 -1.042
H -3.528 5.684 5.190
H 0.389 -1.878 0.411
H -4.562 3.854 3.827
C -1.547 -2.525 1.107
C 0.850 -4.032 2.939
H 0.575 -0.315 -3.075
C -0.794 0.757 -6.051
H 3.010 0.717 -1.373
C -2.971 5.166 4.402
C 3.127 -0.364 -1.265
H 2.944 -0.606 -0.218
H 0.869 4.281 4.913
C 5.501 0.334 -1.303
H 1.686 2.967 -1.667
H -1.788 1.789 5.551
H 2.955 -4.718 -0.871
H -1.363 7.287 5.357
C -3.198 2.606 -4.673
H -1.777 0.875 -6.488
O -0.571 2.337 -3.648
C -3.076 2.179 -2.238
H -0.208 2.427 5.601
H -3.859 -1.549 -4.819
H -3.414 -0.269 -5.874
H -2.499 -4.710 3.454
H -0.167 0.074 -6.627
H -3.581 3.292 5.224
H -3.365 -3.637 1.417
H 0.631 2.289 2.703
O -0.213 -1.370 2.684
N 4.997 -2.026 -1.194
H 5.405 -4.595 -0.090
H -2.455 3.402 -4.765
N -0.771 4.293 3.893
H 1.309 0.328 -4.557
H -0.455 1.043 4.633
H -4.073 3.156 -4.317
C 4.475 -3.316 -1.609
H -4.151 2.259 -2.056
H 5.237 1.287 -1.763
H -0.015 -3.497 -0.133
H 2.316 -0.847 -1.810
H -3.028 1.898 3.327
H -1.542 5.692 6.905
H 1.487 -3.160 3.117
H 2.301 -3.218 -1.694
C -1.545 -4.825 2.931
H -1.403 -1.702 -5.318
H -2.574 -3.897 -0.200
H -0.347 4.501 6.538
H 5.585 -0.956 -3.615
H -1.091 -5.737 3.331
H 5.928 -2.236 0.443
H 5.365 -3.629 -3.512
H 5.415 0.451 -0.224
H -2.639 1.574 -1.444
H -1.784 -1.437 -3.580
*
```

- frontier orbital gap (eV) = 8.48
- molecular weight (g/mol) = 665.06
- energy relative to the best compared isomer or geometry (same formula, charge and spin) (kcal per mole) = 0.0
- total energy (Ha) = -2089.97480
- SMILES = CC1(C)CCCC(C)(C)N1O.CC1(C)CCCC(C)(C)N1O.CC1(C)CCCC(C)(C)N1O.CC1(C)CCCC(C)(C)N1O.O.O

These are the Löwdin partial charges, in e, on atoms 1 to 2: atom 1 (C): -0.1340, atom 2 (H): 0.0790

---

# 2
Below is a cluster of 9 separate species, C36H81F6N10O14S6 in total at a distorted geometry, with properties calculated with ωB97M-V/def2-TZVPD.

```
! RIJCOSX wB97M-V def2-TZVPD def2/J DEFGRID3
* xyz 3 1
C -8.312 -2.976 -1.599
H 1.102 2.251 -12.969
H -3.111 10.786 -5.587
O -4.187 2.712 -6.361
C -3.447 8.961 -3.568
C 0.144 10.076 -4.735
C -8.609 8.981 -10.302
H 0.579 0.849 -12.008
O -11.844 6.400 -5.511
F -11.818 3.255 -8.460
H 5.494 0.447 -5.781
H -2.014 8.330 -5.144
C 5.656 -2.365 -7.482
O -9.060 -3.359 -7.750
H 6.573 1.884 -7.686
F -3.554 3.543 -12.143
H 6.744 -1.561 -9.283
H 4.580 -3.284 -5.194
C -6.401 10.769 -11.616
H -8.165 8.857 -12.496
C -4.342 7.737 -3.657
H -4.078 9.743 -3.988
O -7.415 -3.721 -9.610
C 6.370 -1.465 -8.274
C 2.977 -1.706 -5.411
H -8.697 -2.345 -3.745
O -13.366 3.208 -6.662
F -9.981 5.332 -4.639
H -6.637 11.088 -12.631
N -1.374 10.211 -4.502
S -12.391 4.182 -7.240
H 0.763 12.173 -5.368
C -7.789 8.583 -11.511
H 5.445 -3.413 -7.632
H -9.076 9.966 -10.286
C -2.024 8.832 -4.176
C 7.136 0.994 -7.971
N -4.066 1.249 -11.867
H 4.818 -1.812 -4.342
H -3.587 9.061 -11.158
C -2.822 8.366 -12.971
H -9.445 1.156 -3.567
C -7.433 -0.129 -2.563
O -5.574 0.093 -13.451
C -7.382 1.023 -1.580
C -9.561 0.103 -3.822
H -9.404 8.235 -10.292
H -6.577 0.791 -0.883
H -5.515 0.488 -7.687
H -5.223 7.508 -11.984
H -1.810 8.772 -12.959
H -7.220 1.964 -2.105
H 1.743 11.475 -4.111
H -9.137 -0.195 -4.781
S -7.797 -2.995 -8.411
S -11.387 5.043 -5.348
H 3.333 2.174 -13.578
O -6.891 -4.713 -6.368
H -7.163 0.359 -3.500
O -12.998 5.247 -8.046
H -9.585 -4.721 -1.752
H -1.086 10.539 -2.367
H 2.414 -2.178 -6.216
N -8.901 -0.575 -2.640
C -6.569 2.378 -7.803
N 6.420 -0.269 -7.610
F -8.208 -1.610 -9.129
H -2.179 1.058 -6.542
O -3.133 -0.150 -13.756
H -3.829 6.990 -3.052
C -2.041 10.752 -5.791
H 0.549 9.414 -3.969
H -8.516 -2.735 -0.556
O -5.854 3.069 -12.699
H -3.095 -0.168 -7.513
H -10.574 -0.273 -3.673
H 2.519 -1.880 -4.438
C -2.878 0.890 -7.361
S -6.113 -3.687 -7.078
H -5.489 9.619 -9.473
N -6.406 9.188 -11.360
H 0.266 12.341 -2.492
H -5.377 11.076 -11.403
H -4.917 1.244 -8.959
H -8.717 0.924 0.284
F -4.321 -0.957 -11.933
C -6.202 8.886 -9.850
O -11.952 4.213 -4.320
H -0.680 13.081 -3.818
O -5.110 -4.074 -8.069
H 4.447 1.538 -12.730
H -6.685 2.625 -6.748
C 2.625 1.450 -11.747
H -7.785 7.749 -8.725
C -3.905 9.129 -12.199
H -8.042 -4.927 -0.843
C 0.720 11.543 -4.480
H -7.656 7.502 -11.556
H -6.526 3.310 -8.368
C -9.534 -0.082 -1.252
C 3.925 3.583 -12.125
H -5.614 7.969 -9.801
N -5.296 1.410 -8.037
N 5.208 -1.678 -6.380
C -8.715 1.042 -0.800
C -7.668 8.754 -9.130
H 4.855 3.929 -12.577
H -5.388 7.889 -3.388
H -1.632 11.756 -5.898
H -8.140 -4.851 -2.692
C -9.002 -2.143 -2.718
N -10.876 4.351 -6.585
H -10.073 -2.335 -2.662
H -7.484 1.932 -8.192
C 1.189 1.752 -12.004
H -2.723 7.333 -12.638
S -4.559 2.504 -12.900
H -3.864 10.183 -12.471
H -6.739 -0.970 -2.571
O 2.997 0.616 -10.901
C -4.116 1.749 -7.156
H -2.287 11.630 -2.945
C -0.229 12.161 -3.446
H 3.075 4.144 -12.515
H -7.883 9.416 -8.291
H -1.312 8.298 -3.546
H 0.723 2.367 -11.234
C -1.349 11.152 -3.229
H 8.041 1.168 -7.389
C -8.517 -4.505 -1.729
H -3.110 8.343 -14.021
S -4.247 0.279 -12.941
H 0.304 9.713 -5.750
H -5.696 8.429 -13.319
H -7.167 11.271 -11.025
C -5.334 8.546 -12.297
N -6.621 -2.313 -7.306
H 2.944 -0.649 -5.677
H -2.470 1.238 -8.310
O -4.056 2.655 -14.248
H -3.322 9.264 -2.529
H 7.356 1.020 -9.038
N 3.639 2.133 -12.616
H 4.114 3.543 -11.053
H -9.437 -0.897 -0.535
H -1.742 10.137 -6.640
H -7.240 -2.780 -1.571
H -4.326 7.383 -4.687
H -9.096 2.049 -0.974
C 4.430 -2.208 -5.280
F -5.080 -3.340 -5.877
H -10.595 0.148 -1.342
C 5.646 -0.380 -6.459
*
```

- frontier orbital gap (eV) = 4.82
- molecular weight (g/mol) = 1184.49
- total energy (Ha) = -6008.10980

These are the Löwdin partial charges, in e, on atoms 1 to 2: atom 1 (C): -0.2336, atom 2 (H): 0.0993

---

The highest molecular weight belongs to which entry? C36H81F6N10O14S6

---

Which value of total energy does entry 2 give? -6008.10980 Ha

---

Which formula does entry 1 have? C36H80N4O6